Entry 1:
# C28H29Cl2LiN5O7P

A structure of composition C28H29Cl2LiN5O7P (the ωB97M-V functional and the def2-TZVPD basis, OMol25).

Calculated values
LUMO energy = 4.46 eV
E_HOMO = -1.0 eV
HOMO-LUMO gap = 0.202 Eh

```
! RIJCOSX wB97M-V def2-TZVPD def2/J DEFGRID3
* xyz -2 1
Li 1.254 0.589 -0.098
Cl 6.454 -3.136 2.427
C 5.530 -2.109 1.364
C 4.192 -2.385 1.148
C 3.409 -1.597 0.289
N 2.234 -2.059 -0.155
C 1.274 -2.679 0.470
O 0.560 -3.576 -0.022
C 0.827 -2.173 1.833
C 0.203 -3.026 2.748
C -0.346 -2.487 3.897
C -0.296 -1.113 4.074
C 0.311 -0.343 3.094
N 0.880 -0.862 2.023
C 3.998 -0.411 -0.262
C 5.362 -0.206 -0.077
C 6.126 -1.045 0.721
Cl 7.822 -0.711 0.923
N 3.191 0.556 -0.810
C 3.616 1.343 -1.786
O 4.575 1.170 -2.559
C 2.822 2.614 -1.978
C 2.805 3.185 -3.254
C 2.225 4.419 -3.441
C 1.662 5.054 -2.343
C 1.723 4.408 -1.119
N 2.296 3.234 -0.929
H 3.741 -3.248 1.619
H 0.162 -4.088 2.551
H -0.827 -3.120 4.639
H -0.716 -0.640 4.953
H 0.319 0.734 3.143
H 5.829 0.640 -0.556
H 3.276 2.648 -4.061
H 2.223 4.897 -4.413
H 1.192 6.022 -2.441
H 1.307 4.868 -0.229
O -0.150 1.654 -1.978
C -0.637 2.189 -0.993
C -1.790 3.206 -1.087
C -1.901 3.705 0.334
C -0.949 2.753 1.115
O -0.891 2.772 2.335
N -0.260 1.980 0.271
H -2.681 2.674 -1.418
H -1.540 3.970 -1.822
H -2.906 3.648 0.755
H -1.531 4.725 0.453
C -3.366 -4.383 0.564
C -2.420 -3.715 -0.431
O -2.716 -2.338 -0.529
P -1.507 -1.181 -0.397
O -2.328 -0.132 -1.360
C -2.236 -0.314 -2.756
C -3.637 -0.296 -3.356
O -1.888 -0.505 1.012
C -3.159 0.047 1.306
C -3.866 -0.775 2.376
H -3.147 -5.448 0.617
H -4.405 -4.246 0.254
H -3.227 -3.947 1.552
H -2.559 -4.161 -1.428
H -1.375 -3.857 -0.134
H -1.744 -1.264 -2.986
H -1.628 0.501 -3.161
H -4.238 -1.078 -2.896
H -3.588 -0.462 -4.430
H -4.105 0.668 -3.167
H -3.767 0.103 0.400
H -2.979 1.058 1.682
H -4.107 -1.763 1.998
H -4.783 -0.281 2.691
H -3.204 -0.871 3.234
*
```

These are the Löwdin partial charges, in e, on atoms 1 to 4: Li 0.5803; Cl 0.5750; C -0.7223; C -0.0649

***

Entry 2:
# C28H29Cl4N2O7STb

A structure of composition C28H29Cl4N2O7STb (the ωB97M-V functional and the def2-TZVPD basis, OMol25).

Calculated values
LUMO energy (spin up / spin down) = 0.12 / 0.13 eV
Energy relative to the best compared isomer or geometry (same formula, charge and spin) = 0.000 eV
E_HOMO (spin up / spin down) = -7.3 / -7.3 eV
HOMO-LUMO gap (spin up / spin down) = 0.271 / 0.272 Eh

```
! RIJCOSX wB97M-V def2-TZVPD def2/J DEFGRID3
* xyz 0 7
Tb 0.215 0.219 0.048
Cl -5.449 -1.152 3.733
C -4.383 -0.628 2.480
C -4.864 0.117 1.416
Cl -6.535 0.542 1.332
C -3.984 0.527 0.408
Cl -4.557 1.464 -0.928
C -2.628 0.205 0.437
O -1.804 0.576 -0.543
C -2.125 -0.551 1.550
O -0.836 -0.847 1.627
C -3.025 -0.952 2.536
Cl -2.391 -1.873 3.857
O 0.466 -0.168 -2.272
C 1.697 0.288 -2.899
C 2.679 0.789 -1.775
O 3.835 0.967 -2.105
O 2.154 1.008 -0.629
C 1.398 1.507 -3.759
C 2.364 1.970 -4.651
C 2.129 3.107 -5.403
C 0.930 3.799 -5.276
C -0.027 3.350 -4.383
C 0.207 2.210 -3.621
C 2.268 -0.892 -3.666
C 3.126 -1.793 -3.044
C 3.547 -2.934 -3.708
C 3.110 -3.194 -5.000
C 2.252 -2.303 -5.626
C 1.835 -1.158 -4.961
H -0.209 -0.281 -2.952
H 3.304 1.442 -4.733
H 2.887 3.459 -6.091
H 0.748 4.687 -5.868
H -0.963 3.883 -4.271
H -0.553 1.887 -2.919
H 3.479 -1.590 -2.042
H 4.229 -3.619 -3.221
H 3.443 -4.084 -5.519
H 1.909 -2.494 -6.635
H 1.175 -0.460 -5.462
C -1.934 3.588 0.647
N -1.395 3.536 1.997
C -2.175 4.227 3.013
C -1.330 4.482 4.241
C -0.733 3.169 4.699
N -0.020 2.538 3.599
C 0.950 1.516 3.958
C -0.403 2.679 2.307
O 0.169 2.004 1.415
H -2.126 4.628 0.385
H -2.866 3.025 0.579
H -1.229 3.165 -0.059
H -3.061 3.634 3.268
H -2.525 5.165 2.581
H -1.937 4.919 5.033
H -0.529 5.182 3.997
H -1.513 2.498 5.076
H -0.021 3.329 5.510
H 1.598 1.906 4.743
H 1.557 1.267 3.095
H 0.453 0.611 4.316
C 0.641 -4.290 0.635
S 1.488 -2.820 1.208
C 3.175 -3.402 1.023
O 1.334 -1.846 0.062
H 0.857 -5.116 1.312
H 0.969 -4.508 -0.380
H -0.423 -4.062 0.657
H 3.361 -4.203 1.737
H 3.826 -2.555 1.234
H 3.327 -3.742 -0.001
*
```

These are the Löwdin partial charges, in e, on atoms 1 to 4: Tb 1.7151; Cl 0.6508; C -0.7214; C -0.7202

***

Entry 3:
# C28H29F17GaIN5O4P2

A structure of composition C28H29F17GaIN5O4P2 (the ωB97M-V functional and the def2-TZVPD basis, OMol25).

Calculated values
LUMO energy = 1.58 eV
E_HOMO = -4.8 eV
HOMO-LUMO gap = 0.234 Eh

```
! RIJCOSX wB97M-V def2-TZVPD def2/J DEFGRID3
* xyz -1 1
O 10.718 -1.011 -1.154
P 9.292 -0.580 -1.137
O 8.871 -0.126 -2.649
O 9.115 0.800 -0.298
Ga 7.761 -2.237 -0.436
P 8.766 -3.813 1.056
O 7.753 -5.094 0.668
I 10.788 -4.511 -0.164
C 6.240 -1.444 0.737
F 5.733 -2.427 1.584
F 6.732 -0.463 1.596
C 5.028 -0.786 0.005
F 4.906 -1.302 -1.246
F 5.229 0.546 -0.115
C 3.656 -0.974 0.704
F 3.799 -0.621 2.003
F 3.293 -2.274 0.665
C 2.482 -0.107 0.108
F 2.754 0.349 -1.127
F 2.308 0.962 0.914
C 1.084 -0.809 0.041
F 0.799 -1.345 1.248
F 0.196 0.185 -0.182
C 0.887 -1.883 -1.097
F 2.058 -2.174 -1.679
F 0.075 -1.356 -2.045
C 0.242 -3.244 -0.672
F 0.959 -3.827 0.296
F 0.285 -4.029 -1.773
C -1.260 -3.159 -0.207
F -1.632 -1.894 0.046
F -2.067 -3.635 -1.150
F -1.433 -3.860 0.900
H 9.648 -0.282 -3.208
H 9.967 1.263 -0.335
H 7.180 -3.001 -1.692
H 8.274 -5.880 0.455
N -4.457 0.291 -2.338
C -3.799 0.178 -1.144
C -4.398 1.038 -0.260
C -5.455 1.695 -0.949
C -5.465 1.209 -2.230
H -4.229 -0.220 -3.171
H -2.967 -0.493 -1.028
H -4.100 1.191 0.764
H -6.124 2.439 -0.547
H -6.098 1.436 -3.070
N -6.103 1.851 2.702
C -5.013 2.493 3.222
C -5.448 3.653 3.806
C -6.858 3.711 3.632
C -7.230 2.585 2.948
H -6.078 0.978 2.207
H -4.024 2.075 3.134
H -4.826 4.378 4.303
H -7.520 4.490 3.970
H -8.197 2.244 2.617
N -9.751 0.027 -3.499
C -8.520 -0.315 -3.010
C -7.991 -1.266 -3.841
C -8.940 -1.505 -4.872
C -10.015 -0.692 -4.633
H -10.366 0.703 -3.087
H -8.126 0.143 -2.119
H -7.031 -1.741 -3.721
H -8.844 -2.196 -5.693
H -10.939 -0.564 -5.170
N 4.788 -0.495 5.017
C 5.601 -0.736 6.086
C 5.042 -0.135 7.184
C 3.842 0.495 6.754
C 3.716 0.254 5.411
H 4.957 -0.815 4.078
H 6.504 -1.312 5.976
H 5.448 -0.144 8.182
H 3.154 1.061 7.359
H 2.959 0.550 4.704
N -1.641 3.038 -2.533
C -0.328 2.721 -2.327
C 0.431 3.555 -3.106
C -0.463 4.406 -3.811
C -1.734 4.062 -3.434
H -2.418 2.590 -2.080
H -0.044 1.937 -1.644
H 1.507 3.553 -3.164
H -0.202 5.182 -4.511
H -2.692 4.459 -3.724
*
```

These are the Löwdin partial charges, in e, on atoms 1 to 4: O -0.4314; P 0.3389; O -0.2328; O -0.2157

***

Record-wise F_max values, in eV Å⁻¹: 1.24, 0.77, 0.61